A) DFT (wB97M-V/def2-TZVPD) results for a 2-piece molecular cluster, C6H17N2 overall.

Computed properties:
Frontier orbital gap ... 4.51 eV
Lowest unoccupied orbital energy ... -7.77 eV
Spin multiplicity ... 1
Charge ... +1

Element x y z (Å)
N1 3.03367 -0.91913 0.77239
C1 2.09454 -0.25910 -0.09058
C2 2.62343 0.50055 -1.23447
C3 1.14481 0.54598 0.68190
N2 -2.90883 0.11617 -0.08388
C4 -1.58156 -0.08735 0.43462
C5 -1.00338 -1.52099 0.01087
C6 -3.32560 1.43047 -0.49729
H1 2.44373 -1.20111 1.57742
H2 -3.47862 -0.38321 0.56395
H3 3.66078 -0.20621 1.18980
H4 1.52126 -1.03585 -0.66246
H5 1.74977 0.91808 -1.73074
H6 2.88787 -0.14231 -2.09589
H7 3.43822 1.13894 -0.99255
H8 1.01968 1.62798 0.39956
H9 1.40031 0.39350 1.74507
H10 -0.96024 0.64686 -0.09070
H11 -1.44157 0.11048 1.47601
H12 0.03179 -1.41110 0.34959
H13 -1.06969 -1.68069 -1.04319
H14 -1.41258 -2.25228 0.65254
H15 -2.79321 1.69148 -1.44173
H16 -4.45058 1.48411 -0.63419
H17 -3.13420 2.26466 0.08769

---

B) DFT (wB97M-V/def2-TZVPD) results for a 2-piece molecular cluster, C6H17N2 overall.

Computed properties:
Frontier orbital gap ... 9.45 eV
Lowest unoccupied orbital energy ... -3.39 eV
Spin multiplicity ... 1
Charge ... +1

Element x y z (Å)
C1 -2.25465 -1.06669 -0.83730
C2 -1.32809 -0.41662 -1.84143
C3 -2.00613 -0.00770 -3.13434
N1 -0.74053 0.83455 -1.19009
H1 -1.74334 -1.30348 0.09682
H2 -3.10649 -0.41967 -0.61453
H3 -2.64403 -1.99571 -1.25013
H4 -0.46309 -1.04537 -2.04621
H5 -2.86768 0.63523 -2.93519
H6 -2.37156 -0.90064 -3.63631
H7 -1.32312 0.49528 -3.82126
H8 -0.23632 0.59097 -0.33012
H9 -0.08561 1.30741 -1.81462
H10 -1.48708 1.48973 -0.95058
C4 1.95042 -1.09440 0.61636
C5 1.38025 0.11958 1.32987
C6 1.65091 1.28961 3.32145
N2 2.02247 0.30686 2.62990
H11 1.49580 -1.23969 -0.36807
H12 3.02380 -0.97838 0.48449
H13 1.78366 -1.99331 1.20963
H14 0.29938 -0.01376 1.49654
H15 1.54031 1.02389 0.72300
H16 0.88139 2.00209 3.00161
H17 2.11416 1.46202 4.28734

---

C) DFT (wB97M-V/def2-TZVPD) results for an isolated ion of composition C6H17N2 and charge +1.

Computed properties:
Frontier orbital gap ... 11.54 eV
Lowest unoccupied orbital energy ... -2.72 eV
Spin multiplicity ... 1
Charge ... +1
Structure (SMILES) ... CC(C)(C)[N+](C)(C)N

Element x y z (Å)
C1 -1.26695 0.82576 -1.27402
C2 -0.73031 -0.00423 -0.06842
C3 -1.29598 -1.47332 -0.24659
C4 -1.20770 0.57749 1.26188
N1 0.80766 -0.20266 -0.01852
C5 1.52717 1.34580 -0.27349
C6 1.22704 -0.76433 1.18855
N2 1.25483 -0.95208 -1.13782
H1 -0.78404 1.76000 -1.25610
H2 -1.03971 0.22719 -2.18494
H3 -2.32115 1.00061 -0.98730
H4 -0.94490 -2.16854 0.51560
H5 -1.05737 -1.86404 -1.22890
H6 -2.43121 -1.30899 -0.20269
H7 -2.20521 0.96973 1.20241
H8 -1.31109 -0.18724 1.98583
H9 -0.58144 1.43400 1.49694
H10 1.20487 2.14411 0.46478
H11 2.71211 1.13975 -0.19706
H12 1.30231 1.53843 -1.37354
H13 0.88514 -0.19507 2.03665
H14 0.99278 -1.78143 1.31964
H15 2.28073 -0.91961 1.12833
H16 2.04981 -1.57573 -0.92274
H17 0.96322 -0.87387 -2.09114

---

D) DFT (wB97M-V/def2-TZVPD) results for a 2-piece molecular cluster, C6H17N2 overall.

Computed properties:
Frontier orbital gap ... 5.83 eV
Lowest unoccupied orbital energy ... -7.74 eV
Spin multiplicity ... 1
Charge ... +1

Element x y z (Å)
N1 0.82297 1.33118 -2.93268
C1 0.55501 0.20283 -2.03824
C2 -0.05952 -0.96645 -2.86028
C3 -0.21262 0.54912 -0.83410
N2 -1.53914 0.42907 1.74296
C4 0.18265 -1.39808 1.59972
C5 -0.46403 -0.30633 2.44615
C6 0.59605 0.77998 2.73002
H1 1.12879 2.10262 -2.33518
H2 -1.18076 0.65518 0.82256
H3 0.02146 1.64485 -3.47418
H4 1.52091 -0.21897 -1.73213
H5 0.62205 -1.34522 -3.61784
H6 -0.34198 -1.73188 -2.12813
H7 -0.99034 -0.57295 -3.26258
H8 0.14194 1.48840 -0.42033
H9 -1.18670 0.05781 -0.86760
H10 -2.30744 -0.23349 1.62379
H11 0.47177 -0.90739 0.64499
H12 -0.58834 -2.14456 1.34725
H13 1.13026 -1.80221 1.95152
H14 -0.83136 -0.75950 3.36451
H15 1.29770 0.45193 3.49332
H16 1.15370 0.98838 1.80764
H17 0.05697 1.70565 2.92884

---

Energies relative to the most stable structure, in hartree: A) 0.1887; B) 0.0000; C) 0.0721; D) 0.1399.

---

A) DFT (wB97M-V/def2-TZVPD) results for an isolated molecule of C6H5NO.

Computed properties:
Frontier orbital gap ... 9.46 eV
Lowest unoccupied orbital energy ... -0.43 eV
Spin multiplicity ... 1
Charge ... 0
Structure (SMILES) ... C#C/C(C#N)=C\CO

Element x y z (Å)
C1 -1.21416 2.39189 -0.16502
C2 -1.12510 1.17905 -0.07549
C3 -1.02044 -0.24559 0.02778
C4 -2.21581 -1.05462 0.00378
N1 -3.14346 -1.69038 -0.24426
C5 0.18842 -0.81762 0.22815
C6 1.51551 -0.19353 0.32766
O1 2.52685 -0.78642 -0.45746
H1 -1.08341 3.47353 -0.23224
H2 0.21040 -1.94180 0.47586
H3 1.43132 0.88776 0.12530
H4 1.85868 -0.30215 1.32999
H5 2.07121 -0.90012 -1.34405

---

B) DFT (wB97M-V/def2-TZVPD) results for an isolated molecule of C6H5NO.

Computed properties:
Frontier orbital gap ... 9.87 eV
Lowest unoccupied orbital energy ... 0.78 eV
Spin multiplicity ... 1
Charge ... 0
Structure (SMILES) ... C1=Cc2nocc2C1

Element x y z (Å)
C1 0.66290 0.52576 -1.52917
C2 -0.52567 0.99562 -1.01030
C3 -0.93351 0.49138 0.31334
N1 -2.08073 0.32933 0.95335
O1 -1.77497 -0.49447 1.95322
C4 -0.49678 -0.92958 1.74393
C5 0.13319 -0.38299 0.73373
C6 1.20610 -0.33947 -0.46939
H1 1.34682 0.77184 -2.48920
H2 -0.98540 1.81913 -1.66863
H3 -0.31015 -1.71135 2.36692
H4 1.65105 -1.45003 -0.67906
H5 2.10716 0.37482 -0.21873

---

C) DFT (wB97M-V/def2-TZVPD) results for an isolated molecule of C6H5NO.

Computed properties:
Frontier orbital gap ... 8.05 eV
Lowest unoccupied orbital energy ... -1.53 eV
Spin multiplicity ... 1
Charge ... 0
Structure (SMILES) ... C=C/C(C#N)=C\C=O

Element x y z (Å)
C1 -2.02933 1.10388 -0.14551
C2 -0.63090 1.06068 -0.07854
C3 -0.18061 -0.40762 -0.02632
C4 -1.18714 -1.41471 0.04204
N1 -1.92423 -2.33824 -0.24821
C5 1.20363 -0.73613 0.21249
C6 2.37828 0.02387 -0.19802
O1 3.42835 -0.67222 -0.20594
H1 -2.65896 0.07410 -0.09110
H2 -2.64574 1.98364 0.05560
H3 0.09798 1.90740 0.03086
H4 1.53462 -1.74508 0.66539
H5 2.61407 1.16044 -0.01275

---

Energies relative to the most stable structure, in hartree: A) 0.0000; B) 0.0334; C) 0.0293.

---

A) DFT (wB97M-V/def2-TZVPD) results for an isolated molecule of C6H5NO.

Computed properties:
Frontier orbital gap ... 9.62 eV
Lowest unoccupied orbital energy ... -0.80 eV
Spin multiplicity ... 1
Charge ... 0
Structure (SMILES) ... C=C(C#N)C(=C)C=O

Element x y z (Å)
C1 1.06968 1.72554 0.39329
C2 0.77719 0.43174 0.09340
C3 1.84314 -0.49499 -0.28347
N1 2.75791 -1.09891 -0.60084
C4 -0.54310 -0.12375 0.27680
C5 -0.95658 -0.77634 1.34724
C6 -1.56427 0.25133 -0.71604
O1 -2.74572 -0.21187 -0.66983
H1 0.22963 2.44885 0.61798
H2 2.04349 2.11517 0.25993
H3 -2.02379 -1.17638 1.39519
H4 -0.24831 -1.06983 2.13334
H5 -1.09699 0.98835 -1.50917

---

B) DFT (wB97M-V/def2-TZVPD) results for C6H5NO as an isolated structure.

Computed properties:
Frontier orbital gap ... 9.58 eV
Lowest unoccupied orbital energy ... 0.75 eV
Spin multiplicity ... 1
Charge ... 0

Element x y z (Å)
C1 -1.84272 -0.65952 0.07952
C2 -0.45372 0.71379 -0.13151
C3 0.68777 1.43700 -0.17907
C4 1.71469 0.60444 0.11234
C5 1.72192 -0.82002 -0.01628
C6 -0.36754 -0.65571 0.02683
H1 -2.16837 -1.02169 -0.84467
H2 -2.43257 -1.19874 0.83499
H3 0.78890 2.58836 0.42884
H4 2.95177 0.86709 0.21303
H5 2.80164 -1.23579 0.20290
N1 0.52936 -1.43686 -0.08211
O1 -1.80116 0.79236 0.04858

---

Energies relative to the most stable structure, in hartree: A) 0.0000; B) 0.0830.